(1)
A molecular structure, C18H16Cl2NO7Ti. Source: the Open Molecules 2025 dataset; level of theory: ωB97M-V/def2-TZVPD.

Calculated values
Gap between HOMO and LUMO: 7.53 eV
Total energy: -3046.827344 hartree
Largest force on an atom: 0.012 Eh/bohr
Charge: +1
E_LUMO: -0.1556 Eh
Molar mass: 477.1 g mol⁻¹

The geometry in XYZ format:
```
45
Properties=species:S:1:pos:R:3:mulliken_charge:R:1
Ti 0.69164 -0.10171 0.77671 0.3266
O 0.24877 -1.39180 -3.29533 -0.4367
C 0.23425 -1.16466 -2.00448 0.3349
O 0.57175 -0.10603 -1.49181 -0.3850
C -0.20521 -2.30321 -1.15166 0.4111
C -0.45978 -3.60696 -1.51942 -0.6522
C -0.73018 -4.52034 -0.49644 -0.3739
C -0.73021 -4.11443 0.82920 -0.7607
C -0.48893 -2.77233 1.09061 0.7227
N -0.24782 -1.91996 0.11893 0.2809
C -0.37081 -2.14360 2.46098 0.3117
O -0.61112 -2.72711 3.47132 -0.5586
O 0.03753 -0.86735 2.36536 -0.4548
H 0.57539 -0.59810 -3.75719 0.4047
H -0.42983 -3.91105 -2.55572 0.5744
H -0.92043 -5.55571 -0.74461 0.4729
H -0.90514 -4.79669 1.64915 0.5622
Cl -1.43276 6.83999 1.95558 -0.1847
C -0.70549 5.29043 1.73595 0.1407
C 0.62528 5.10697 2.10393 -0.5387
C 1.24070 3.87817 1.94201 0.2609
Cl 2.88572 3.67265 2.40260 -0.1839
C 0.52835 2.80790 1.40468 0.2347
O 1.11314 1.62198 1.25284 -0.1646
C -0.81324 2.99966 1.04070 0.7123
C -1.60884 1.92091 0.50715 -0.1912
O -1.22285 0.76015 0.33173 -0.2678
C -1.42993 4.24703 1.20614 -1.0367
H 1.18750 5.93098 2.52182 0.4661
H -2.64565 2.15507 0.23996 0.3562
H -2.46586 4.38418 0.92462 0.4419
C 4.36705 0.20564 0.33462 -1.4120
C 3.64045 -0.91962 1.04328 1.5412
C 4.17283 -2.28508 0.65700 -1.7610
C 3.61970 -0.71821 2.54681 -1.4042
O 2.23957 -0.89101 0.58677 -0.0004
H 5.38394 0.27662 0.72474 0.4562
H 3.87745 1.16296 0.51575 0.2009
H 4.42592 0.02947 -0.73957 0.3448
H 5.20735 -2.38536 0.98963 0.4323
H 4.15042 -2.42102 -0.42457 0.3668
H 3.59136 -3.07819 1.12809 0.3764
H 4.64015 -0.74316 2.93246 0.4836
H 3.04817 -1.50058 3.04682 0.3266
H 3.19208 0.25114 2.80904 0.2235
```

---

(2)
C18H16ClN3OS in the gas phase at a distorted geometry. Source: the Open Molecules 2025 dataset; level of theory: ωB97M-V/def2-TZVPD.

Calculated values
Gap between HOMO and LUMO: 8.81 eV
Total energy: -1793.430180 hartree
Largest force on an atom: 0.021 Eh/bohr
Charge: 0
SMILES string: O=C(c1ccc2ncsc2c1)N1CCN(c2ccccc2Cl)CC1
ΔE to the lowest compared entry with this formula, charge and spin: 6.7 kcal per mole
E_LUMO: 0.0155 Eh
Molar mass: 357.9 g mol⁻¹

The geometry in XYZ format:
```
40
Properties=species:S:1:pos:R:3:mulliken_charge:R:1
O -1.53354 -3.14560 -1.24010 -0.6708
C -1.43306 -2.11024 -0.61034 0.0185
C -2.63396 -1.28984 -0.24015 0.0321
C -3.53340 -1.78909 0.70781 -0.2374
C -4.67804 -1.09864 1.03918 -0.7023
C -4.94250 0.11045 0.40144 -0.1658
N -6.02774 0.91211 0.61020 -0.6503
C -5.99837 1.94658 -0.12915 -0.0636
S -4.62523 2.10593 -1.20558 -0.1905
C -4.03791 0.59795 -0.57068 0.4242
C -2.88400 -0.09422 -0.89373 0.0910
N -0.24372 -1.61770 -0.19981 0.3135
C -0.08676 -0.41647 0.59479 -0.3409
C 1.27171 -0.47346 1.29782 -1.4959
N 2.37626 -0.52120 0.36306 0.1311
C 3.13396 0.63530 0.15278 0.1395
C 2.62976 1.92435 0.34459 -0.0031
C 3.41292 3.04626 0.15161 -0.9786
C 4.72874 2.91852 -0.25561 -0.4004
C 5.25850 1.65514 -0.44873 -0.5419
C 4.47649 0.53443 -0.23653 0.5285
Cl 5.22926 -1.01466 -0.40888 -0.2228
C 2.09611 -1.32641 -0.82533 -0.3980
C 0.97775 -2.31890 -0.55046 -1.1317
H -3.31641 -2.73597 1.17843 0.4686
H -5.37469 -1.47355 1.77130 0.4348
H -6.75583 2.70580 -0.12328 0.4385
H -2.20906 0.28045 -1.64792 0.5472
H -0.13373 0.47465 -0.04590 0.3036
H -0.89261 -0.34979 1.33163 0.5351
H 1.30775 -1.37957 1.91444 0.3125
H 1.39377 0.37828 1.96632 0.5882
H 1.59946 2.05519 0.63883 0.3087
H 2.98567 4.02537 0.30805 0.3688
H 5.34220 3.79098 -0.41561 0.3799
H 6.28749 1.53076 -0.74833 0.4152
H 2.99373 -1.87462 -1.11924 0.3830
H 1.80196 -0.67938 -1.66614 0.3125
H 0.76739 -2.91330 -1.44260 0.4584
H 1.26970 -3.00588 0.25183 0.2607
```

---

(3)
A molecular structure, C18H16ClN5O3STa at a distorted geometry. Source: the Open Molecules 2025 dataset; level of theory: ωB97M-V/def2-TZVPD.

Calculated values
Gap between HOMO and LUMO: 6.16 eV
Total energy: -2109.614486 hartree
Largest force on an atom: 0.030 Eh/bohr
Charge: +3
E_LUMO: -0.4059 Eh
Molar mass: 598.8 g mol⁻¹

The geometry in XYZ format:
```
45
Properties=species:S:1:pos:R:3:mulliken_charge:R:1
Ta -0.04720 -0.26954 0.79835 1.5727
Cl -2.98921 -4.99991 -3.88568 -0.1126
C -2.60026 -3.80933 -2.72810 -0.0681
C -3.37484 -3.68012 -1.57207 -0.5995
C -3.07862 -2.71639 -0.61562 -0.7829
C -1.98499 -1.91312 -0.81058 0.6454
O -1.60012 -0.98420 0.14123 -0.4956
C -1.19478 -2.01310 -1.95609 0.2196
C -0.12177 -1.11060 -2.20012 0.6723
N 0.37958 -0.25229 -1.35034 0.1589
C 1.37731 0.69025 -1.75509 1.0705
C 2.07686 0.68570 -2.93277 -0.8536
C 3.04427 1.67634 -3.19242 -1.1469
C 3.29856 2.65026 -2.26833 -0.8922
C 2.57360 2.67716 -1.05288 0.7246
C 2.76090 3.66574 -0.06721 -0.4141
C 1.99797 3.65172 1.07863 -1.0483
C 1.07005 2.63851 1.25957 0.2294
N 0.86473 1.66411 0.35738 -0.2107
C 1.60297 1.69320 -0.81067 0.3430
C -1.52804 -2.96387 -2.93183 -0.9599
H -4.21871 -4.34187 -1.42473 0.4697
H -3.69227 -2.61196 0.26906 0.4315
H 0.28390 -1.12569 -3.20778 0.3389
H 1.91860 -0.08015 -3.68069 0.3812
H 3.58580 1.65323 -4.12768 0.4424
H 4.05005 3.40793 -2.45087 0.4702
H 3.50616 4.43771 -0.22227 0.5127
H 2.11737 4.40297 1.84589 0.4371
H 0.46990 2.60642 2.15751 0.3812
H -0.94193 -3.04648 -3.83909 0.5147
N -2.24243 0.67131 2.06520 -0.4423
N -2.19281 0.73335 3.46376 -0.3343
C -1.08995 0.37822 4.11016 0.9534
N -1.04237 0.40020 5.41937 -0.3761
S 0.34118 -0.09564 3.25589 -0.3636
H -2.58086 1.57147 1.72506 0.2957
H -2.91899 -0.04140 1.80155 0.3280
H -3.03136 1.00110 3.96658 0.2440
H -1.83252 0.66052 5.99716 0.2453
H -0.19286 0.13991 5.90253 0.2391
O 0.61531 -2.29267 0.79303 -0.4781
C 1.85013 -1.97126 0.87103 0.2870
O 2.06448 -0.72376 0.89510 -0.4896
H 2.64720 -2.71398 0.90887 0.4598
```

---

(4)
A molecular structure, C18H16Co2NO6 at a distorted geometry. Source: the Open Molecules 2025 dataset; level of theory: ωB97M-V/def2-TZVPD.

Calculated values
Gap between HOMO and LUMO: 4.48 eV
Total energy: -3967.099710 hartree
Largest force on an atom: 0.121 Eh/bohr
Charge: -1
ΔE to the lowest compared entry with this formula, charge and spin: 83.2 kcal per mole
E_LUMO: 0.0696 Eh
Molar mass: 460.2 g mol⁻¹

The geometry in XYZ format:
```
43
Properties=species:S:1:pos:R:3:mulliken_charge:R:1
O 4.47760 3.76592 1.27941 -0.4596
C 3.41664 3.31522 1.34180 0.1962
Co 1.63819 3.25536 1.57287 -0.4234
C 1.46640 4.50255 2.77826 0.1931
O 1.42026 5.37594 3.52825 -0.4599
C 1.34999 4.02802 0.01702 0.2001
O 1.16270 4.63126 -0.94536 -0.4164
C 0.78231 1.47761 1.94573 -0.3399
C 0.53608 0.55951 0.85813 0.3243
C -0.34174 -0.62886 0.66948 0.1848
C -1.84494 -0.24729 0.62547 0.0467
C -2.35013 0.99024 1.13659 -0.4163
C -3.72184 1.27697 1.00930 -0.6452
C -4.59372 0.31383 0.47862 -0.3373
C -4.12758 -0.98217 0.19370 -0.7533
C -2.76954 -1.26020 0.34086 -0.1010
Co 2.30820 1.03751 1.06018 0.3405
C 3.80313 0.93552 0.18261 0.3600
O 4.83036 0.92048 -0.35589 -0.4444
C 1.17508 1.32165 -0.31440 0.0245
O 0.78064 1.39942 -1.44706 -0.6820
C 2.97257 -0.24572 2.05531 -0.5231
O 3.39929 -1.21138 2.53054 -0.4266
H 0.37003 1.44304 2.97407 0.5769
H -0.20815 -1.30044 1.55580 0.2743
H -1.68209 1.76418 1.58034 0.2537
H -4.11026 2.26901 1.30752 0.3750
H -5.63686 0.54102 0.28333 0.3706
H -4.78008 -1.78251 -0.23299 0.2953
H -2.37778 -2.30588 0.26451 0.4190
C 0.07401 -3.63891 -3.63430 -1.3353
C 0.62351 -2.79605 -2.47119 -0.2915
C -0.35534 -2.48163 -1.36420 -0.8686
N 0.26975 -1.40879 -0.44232 0.0379
H 0.81659 -3.90404 -4.41227 0.3689
H -0.33524 -4.58635 -3.25356 0.3182
H -0.73761 -3.08404 -4.13632 0.3305
H 1.51252 -3.31245 -2.07557 0.3504
H 1.01419 -1.85289 -2.87666 0.3736
H -1.28178 -2.05890 -1.74496 0.5249
H -0.61101 -3.39658 -0.80939 0.3790
H 0.98986 -1.89858 0.06220 0.5006
H 0.67577 -0.74059 -1.11547 0.3047
```

---

(5)
A molecular structure, C18H16F5IrN3O16P2. Source: the Open Molecules 2025 dataset; level of theory: ωB97M-V/def2-TZVPD.

Calculated values
Gap between HOMO and LUMO (alpha / beta): 6.24 / 5.21 eV
Total energy: -3350.071977 hartree
Largest force on an atom: 0.011 Eh/bohr
Charge: -1
ΔE to the lowest compared entry with this formula, charge and spin: 27.5 kcal per mole
E_LUMO (alpha / beta): 0.0464 / -0.0200 Eh
Molar mass: 879.5 g mol⁻¹
Multiplicity: 5

The geometry in XYZ format:
```
61
Properties=species:S:1:pos:R:3:mulliken_charge:R:1
Ir -0.88421 0.06972 0.79410 3.4874
N -0.69864 0.11445 3.12999 -0.6379
C 0.56920 0.52148 3.74958 -0.8348
C 1.75785 -0.23090 3.12018 -0.3772
C 2.32848 0.54276 1.96029 0.3463
O 3.20489 1.36344 2.02325 -0.5833
O 1.69454 0.22174 0.81141 -0.0283
H -1.45879 0.72407 3.40688 0.2544
H -0.93282 -0.84440 3.36693 0.2519
H 0.56753 0.32726 4.82444 0.4264
H 0.68756 1.59601 3.60934 0.4084
H 1.41443 -1.20659 2.76700 0.0452
H 2.55488 -0.35442 3.84854 0.5110
C -4.31924 1.90826 -2.54234 -1.8948
C -3.22742 1.48501 -1.56485 1.0155
O -2.61779 2.65287 -1.05556 -0.6555
P -1.97496 0.46647 -2.42828 0.4865
O -1.56604 1.28623 -3.73762 -0.6332
O -2.68651 -0.81258 -2.98953 -0.5478
O -0.77706 0.21250 -1.56957 -0.5280
P -3.91642 0.36760 -0.24887 0.9053
O -5.32572 1.07938 0.09390 -0.5514
O -4.10620 -0.98038 -0.85478 -0.8840
O -3.06729 0.50204 1.00598 -0.8791
H -3.88075 2.52956 -3.32375 0.4387
H -5.06527 2.48979 -2.00316 0.4452
H -4.80104 1.03831 -2.99204 0.3677
H -1.97433 2.45846 -0.34904 0.4387
H -0.64691 1.09993 -3.97237 0.3400
H -3.25741 -1.18538 -2.25508 0.4755
H -5.43040 1.12920 1.05298 0.3110
O 0.50970 4.24247 0.36657 -0.7883
C 0.58189 3.02308 0.31369 -0.2467
O -0.31981 2.19642 0.70739 -0.8231
C 1.88109 2.43255 -0.23049 0.1582
C 2.86132 3.30459 -0.58993 -0.2894
C 4.08259 2.83702 -1.07491 -0.6747
C 4.34748 1.46344 -1.23438 -0.0326
C 3.39971 0.56895 -0.90876 -1.1019
C 2.04726 0.94910 -0.39726 1.0194
N 3.67144 -0.84731 -1.16195 1.1716
O 4.74686 -1.15217 -1.65315 -0.7217
O 2.79670 -1.63611 -0.87393 -0.5874
N 5.11738 3.78808 -1.45611 1.0428
O 4.87929 4.97257 -1.31789 -0.6321
O 6.16531 3.33954 -1.89511 -0.6502
H 2.68247 4.36305 -0.46783 0.6372
H 5.29126 1.12668 -1.63214 0.6665
H 1.28200 0.59100 -1.09525 0.5643
F -0.72224 -7.35257 -0.01450 -0.3328
C -0.70151 -6.03942 0.27623 0.6884
C -0.83094 -5.09575 -0.72153 -0.1245
F -0.97583 -5.50283 -1.98989 -0.3204
C -0.81383 -3.74759 -0.42759 0.2806
F -0.94812 -2.86683 -1.42868 -0.2499
C -0.66563 -3.26565 0.87980 -0.0331
O -0.64638 -2.01024 1.19871 -1.0649
C -0.53085 -4.26186 1.86129 0.0823
F -0.37871 -3.87084 3.14489 -0.3454
C -0.55129 -5.61025 1.57945 0.1089
F -0.42277 -6.51098 2.56532 -0.3209
```